DFT (ωB97M-V with the def2-TZVPD basis set) results for C23H27AsClGaN3S2 as an isolated structure.

Structure (XYZ):
```
58
Properties=species:S:1:pos:R:3:mulliken_charge:R:1
Ga -0.1762 -0.8513 -0.0670 0.347
S -1.5685 -0.9532 4.2612 -0.364
C -0.3707 0.3013 4.2844 0.592
C 0.0144 1.1163 5.3460 -0.667
C 0.9864 2.0674 5.1120 -0.539
C 1.5668 2.2043 3.8442 -0.895
C 1.1869 1.3937 2.7942 -0.391
C 0.2061 0.4273 3.0198 -0.104
N -0.3065 -0.4688 2.0860 0.393
C -1.2291 -1.2281 2.5964 0.591
C -1.9139 -2.2111 1.7416 0.478
C -2.8636 -3.0905 2.2485 -0.827
C -3.4644 -4.0052 1.4007 -0.824
C -3.1040 -4.0350 0.0607 -0.938
C -2.1521 -3.1488 -0.4318 -0.397
C -1.5428 -2.2096 0.3928 0.874
H -0.4337 1.0084 6.3245 0.421
H 1.3064 2.7122 5.9192 0.401
H 2.3323 2.9536 3.6905 0.426
H 1.6440 1.4906 1.8197 0.535
H -3.1327 -3.0703 3.2985 0.425
H -4.2035 -4.6964 1.7824 0.407
H -3.5638 -4.7558 -0.6031 0.434
H -1.8900 -3.2243 -1.4809 0.313
N -0.0016 -0.1840 -3.2141 -0.519
N -0.5240 -1.1994 -2.3498 -0.393
H -0.0370 -0.4995 -4.1782 0.298
H 0.9789 -0.0871 -2.9769 0.131
H -0.2221 -2.1265 -2.6423 0.305
H -1.5365 -1.1588 -2.3967 0.335
C -1.3492 3.0383 -2.8424 -1.041
As -1.3841 2.8463 -0.9408 0.784
C 0.2792 3.5153 -0.2711 -0.983
C -2.7112 4.0758 -0.3183 -1.119
S -1.9556 0.9161 -0.2989 -0.502
H -1.1928 4.0869 -3.0935 0.434
H -2.3098 2.6993 -3.2244 0.352
H -0.5619 2.4132 -3.2522 0.298
H 0.3752 4.5527 -0.5894 0.483
H 1.1064 2.9326 -0.6638 0.250
H 0.2641 3.4568 0.8153 0.288
H -2.5123 5.0678 -0.7209 0.407
H -2.6867 4.0962 0.7689 0.365
H -3.6847 3.7231 -0.6517 0.381
Cl 1.6011 -3.1600 -0.0707 -0.185
C 2.5390 -2.3421 -1.3037 0.892
C 3.2805 -3.0980 -2.1928 -0.771
C 4.0158 -2.4482 -3.1735 -0.449
C 4.0005 -1.0627 -3.2383 -0.889
C 3.2500 -0.3311 -2.3288 0.108
C 2.4864 -0.9488 -1.3371 -0.856
C 1.6562 -0.1612 -0.3671 -0.391
H 3.2850 -4.1765 -2.1119 0.460
H 4.6032 -3.0248 -3.8749 0.407
H 4.5833 -0.5487 -3.9912 0.416
H 3.2632 0.7533 -2.3744 0.437
H 1.6533 0.8877 -0.6550 -0.172
H 2.1203 -0.2305 0.6206 0.749
```

Output
E_HOMO = -11.07 eV
electronic energy = -6473.89484 Ha
relative energy (zero: lowest compared OMol25 entry of this formula, charge and spin) = 0.000 eV
gap between HOMO and LUMO = 8.5 eV
total charge = +1

DFT (ωB97M-V with the def2-TZVPD basis set) results for a 2-piece molecular cluster, CF2O overall in a non-equilibrium geometry.

Structure (XYZ):
```
4
Properties=species:S:1:pos:R:3:mulliken_charge:R:1
C 0.7240 0.0906 0.9016 0.488
O 1.5686 0.4336 0.2097 -0.070
F -1.8610 -0.2273 -1.6258 -0.438
F -0.4317 -0.2969 0.5145 0.020
```

Output
E_HOMO (spin up / spin down) = -9.90 / -9.90 eV
electronic energy = -312.81909 Ha
relative energy (zero: lowest compared OMol25 entry of this formula, charge and spin) = 7.316 eV
gap between HOMO and LUMO (spin up / spin down) = 4.4 / 4.4 eV

DFT (ωB97M-V with the def2-TZVPD basis set) results for C19H41Cl2I2NOSTa as an isolated structure.

Structure (XYZ):
```
68
Properties=species:S:1:pos:R:3:mulliken_charge:R:1
C 3.9540 -3.1633 1.0619 -1.213
C 4.2300 -1.6755 0.8624 -0.415
C 3.4395 -0.9831 -0.2642 -0.254
C 2.1296 -1.6533 -0.6667 -1.025
C 1.0101 -1.6196 0.3968 -0.852
Ta -0.5652 -0.0245 0.2650 0.156
S -2.5362 1.5543 -0.0202 -0.427
C 0.8598 1.4731 -0.6766 -0.173
C 0.2844 2.5850 -1.5684 0.151
C 1.3558 3.4258 -2.2793 -1.314
C 1.7490 4.6995 -1.5305 -0.333
N 3.0012 4.5025 -0.7816 -0.745
C -0.8802 -0.8215 -1.8485 -0.534
C -2.1686 -0.6007 -2.6246 -1.326
O -3.3196 -0.9983 -1.8892 -0.126
C -4.2750 -1.7295 -2.6276 -0.441
C -3.8610 -3.1777 -2.8764 -0.915
C -2.0614 -1.5818 1.1667 -0.849
Cl -2.0178 -3.1844 0.2862 -0.260
C -2.0760 -2.0054 2.6424 0.085
C -0.7431 -2.3552 3.2694 -1.172
Cl -2.9369 -0.7516 3.6185 -0.218
C -0.0839 1.0456 2.3149 -0.953
I 2.0307 0.9471 2.7080 0.024
C -0.5707 2.5078 2.4011 -0.038
C -1.9432 2.5996 3.0623 -1.152
I 0.6896 3.9007 3.5664 -0.080
H 4.2408 -3.7456 0.1838 0.282
H 2.9022 -3.3626 1.2678 0.235
H 4.5332 -3.5416 1.9059 0.411
H 5.2958 -1.5819 0.6356 0.465
H 4.0823 -1.1489 1.8071 0.070
H 4.0803 -0.9134 -1.1493 0.471
H 3.2236 0.0442 0.0311 -0.185
H 1.7767 -1.2068 -1.5967 0.388
H 2.3489 -2.6946 -0.9254 0.710
H 0.4041 -2.5173 0.2389 0.426
H 1.4239 -1.7023 1.4048 0.487
H -2.5453 1.7713 -1.3376 -0.019
H 1.4455 1.9691 0.1087 -0.185
H 1.5925 0.9383 -1.2927 0.659
H -0.4033 2.1657 -2.3097 -0.124
H -0.2946 3.2585 -0.9319 0.261
H 2.2682 2.8303 -2.3865 0.421
H 1.0395 3.6759 -3.2941 0.391
H 0.9256 4.9951 -0.8675 0.282
H 1.9082 5.5246 -2.2292 0.349
H 3.0865 5.2053 -0.0542 0.261
H 2.9419 3.6174 -0.2857 0.237
H -0.6320 -1.8865 -1.8592 0.641
H -0.1017 -0.3184 -2.4379 0.347
H -2.1483 -1.1537 -3.5724 0.648
H -2.2664 0.4591 -2.8995 0.116
H -5.1922 -1.6932 -2.0367 0.333
H -4.4926 -1.2260 -3.5813 0.341
H -4.3733 -3.5917 -3.7475 0.352
H -4.0622 -3.7943 -2.0039 0.220
H -2.7874 -3.2358 -3.0505 0.250
H -3.0556 -1.2011 0.9453 0.771
H -2.7164 -2.8809 2.7311 0.590
H 0.0031 -1.5712 3.1565 0.017
H -0.8755 -2.5535 4.3322 0.497
H -0.3784 -3.2715 2.8037 0.290
H -0.4882 0.5565 3.2014 0.635
H -0.5492 2.9811 1.4245 0.016
H -2.7328 2.4026 2.3438 0.238
H -2.0076 1.8914 3.8877 0.324
H -2.1152 3.5913 3.4715 0.481
```

Output
E_HOMO = -5.22 eV
electronic energy = -2849.44798 Ha
relative energy (zero: lowest compared OMol25 entry of this formula, charge and spin) = 0.000 eV
gap between HOMO and LUMO = 7.2 eV
total charge = -1

DFT (ωB97M-V with the def2-TZVPD basis set) results for a 3-piece molecular cluster, C5H15INO2 overall in a non-equilibrium geometry.

Structure (XYZ):
```
24
Properties=species:S:1:pos:R:3:mulliken_charge:R:1
I 2.4632 1.6721 -0.0627 -0.717
C 6.6236 0.6218 1.3549 -0.549
O 5.5480 0.2730 0.5687 -0.431
H 6.6063 1.7003 1.5121 0.233
H 6.4854 0.2358 2.3648 0.219
H 7.5840 0.3321 0.9286 0.202
H 4.8732 0.9543 0.6140 0.167
C -1.4429 0.3829 1.3913 -1.469
C -1.4935 -0.2093 -0.0255 0.594
C -2.8723 -0.7520 -0.4338 -0.716
O -2.8856 -0.9023 -1.8629 -0.275
C -4.0367 -1.6623 -2.2963 -0.723
N -1.0727 0.8949 -0.8994 -0.576
H -2.3062 1.0356 1.5205 0.403
H -0.5715 1.0114 1.5753 0.332
H -1.5642 -0.3194 2.2159 0.358
H -0.7169 -0.9684 -0.1186 0.322
H -3.6434 -0.1067 -0.0130 0.296
H -2.9721 -1.7412 0.0130 0.333
H -4.1649 -2.6138 -1.7803 0.282
H -3.8908 -1.7386 -3.3738 0.243
H -4.8969 -1.0195 -2.1091 0.295
H -0.1760 1.1613 -0.5184 -0.095
H -1.4770 1.7580 -0.5652 0.274
```

Output
E_HOMO = -3.87 eV
electronic energy = -702.46849 Ha
relative energy (zero: lowest compared OMol25 entry of this formula, charge and spin) = 0.930 eV
gap between HOMO and LUMO = 6.9 eV
total charge = -1

DFT (ωB97M-V with the def2-TZVPD basis set) results for C8H25N5O5Tl as an isolated structure in a non-equilibrium geometry.

Structure (XYZ):
```
44
Properties=species:S:1:pos:R:3:mulliken_charge:R:1
Tl -0.5307 -0.1784 0.4064 1.180
C 4.1243 -0.4564 -1.1869 -1.526
C 2.7108 -0.0466 -0.7643 0.132
C 2.2684 1.0879 -1.7188 -0.815
O 0.9534 1.6218 -1.2670 -0.267
C 0.5416 2.6066 -2.2256 -0.875
N 1.9062 -1.2781 -0.8824 -0.321
H 4.4494 -1.2075 -0.4670 0.482
H 4.7845 0.4109 -1.1837 0.412
H 4.2287 -0.8659 -2.1916 0.418
H 2.7599 0.2420 0.2856 0.280
H 2.0184 0.6383 -2.6797 0.498
H 2.9978 1.8743 -1.9125 0.459
H 0.9389 3.5757 -1.9238 0.319
H -0.5465 2.6179 -2.2892 0.276
H 0.8624 2.2668 -3.2103 0.391
H 1.9767 -1.5090 -1.8632 0.322
H 2.3961 -2.0862 -0.5260 0.305
C -2.3637 -3.1276 3.9943 -0.332
C -0.9028 -3.0274 3.5379 -0.424
O -0.7283 -2.5391 2.2168 -0.431
O -3.0393 -4.2334 3.3347 -0.485
H -2.7836 -2.1601 3.7192 0.205
H -2.3741 -3.2058 5.0815 0.381
H -0.3963 -3.9872 3.6399 0.297
H -0.4507 -2.2627 4.1695 0.292
H -0.7843 -3.2999 1.6339 0.282
H -3.0319 -4.0677 2.3892 0.273
C -3.7370 -0.6939 -2.1461 0.620
O -2.8852 -0.3119 -1.3430 -0.617
N -4.9393 -0.2024 -2.2946 -0.386
N -3.4890 -1.7145 -2.9418 -0.376
H -5.1217 0.5987 -1.7072 0.240
H -5.5715 -0.4527 -3.0414 0.197
H -4.0870 -2.0997 -3.6588 0.185
H -2.6409 -2.2023 -2.6910 0.178
C 1.2227 3.1861 1.5477 0.763
O 1.0848 1.9851 1.4565 -0.466
N 0.3704 3.9965 1.0003 -0.373
N 2.3123 3.8055 1.8876 -0.437
H -0.4117 3.5557 0.5376 0.180
H 0.4964 4.9944 1.0924 0.182
H 2.3486 4.8116 1.8065 0.152
H 3.0627 3.3406 2.3783 0.229
```

Output
E_HOMO (spin up / spin down) = -14.84 / -14.80 eV
electronic energy = -1141.66989 Ha
expectation value of S² = 0.765
gap between HOMO and LUMO (spin up / spin down) = 8.8 / 3.1 eV
multiplicity = 2
total charge = +2

DFT (ωB97M-V with the def2-TZVPD basis set) results for C28H36P2SiTi as an isolated structure in a non-equilibrium geometry.

Structure (XYZ):
```
68
Properties=species:S:1:pos:R:3:mulliken_charge:R:1
C -2.0398 -2.4630 -0.4244 -0.675
C -0.6985 -2.5309 -0.9200 -0.291
C 0.1929 -2.6657 0.2046 -0.445
H -0.4172 -2.5555 -1.9636 0.776
C -0.6142 -2.6688 1.4081 -0.527
C -1.9957 -2.5463 1.0136 -0.325
H -2.8651 -2.6304 1.6594 0.661
H -2.9395 -2.3965 -1.0233 0.549
H 1.2651 -2.8057 0.1338 0.576
H -0.2694 -2.8266 2.4215 0.600
Ti -0.8327 -0.7585 0.3848 -1.142
C 3.0922 3.1102 -2.9273 -0.826
H 3.4336 2.8924 -1.9096 0.199
H 3.7170 2.5699 -3.6462 0.279
H 2.0486 2.8052 -3.0477 0.043
Si 0.4483 0.5569 -1.4300 1.229
C -0.6946 0.9795 -2.8573 0.757
C -1.4962 0.0120 -3.4884 0.101
H -1.5149 -1.0187 -3.1229 0.134
C -2.2725 0.3662 -4.5978 -0.748
H -2.8884 -0.3902 -5.0835 0.441
C -2.2547 1.6814 -5.0716 -0.542
H -2.8633 1.9554 -5.9317 0.403
C -1.4785 2.6486 -4.4290 -0.730
H -1.4664 3.6772 -4.7854 0.420
C -0.7162 2.3072 -3.3099 -0.501
H -0.1301 3.0651 -2.7868 0.338
C 1.8761 -0.4004 -2.1807 0.787
C 1.9457 -0.6456 -3.5611 -0.561
H 1.2478 -0.1508 -4.2386 0.392
C 2.8866 -1.5480 -4.0699 -0.584
H 2.9094 -1.7506 -5.1416 0.437
C 3.7824 -2.1900 -3.2098 -0.635
H 4.4901 -2.9222 -3.6011 0.400
C 3.7695 -1.8889 -1.8443 -0.278
H 4.4861 -2.3567 -1.1691 0.444
C 2.8320 -0.9894 -1.3376 -0.706
H 2.8305 -0.7523 -0.2753 0.187
H 0.9470 1.8272 -0.8285 -0.308
H 3.1749 4.1883 -3.1121 0.348
C -4.1045 0.6292 2.3198 -1.582
P -2.3585 0.5673 1.9480 1.485
C -1.9881 2.3589 2.0115 -1.243
C -1.6304 -0.1532 3.4863 0.458
C -2.3581 -0.8902 4.4135 -0.639
C -1.6917 -1.5422 5.4605 -0.790
C -0.3270 -1.3510 5.6464 -0.848
C 0.3963 -0.5772 4.7347 -0.591
C -0.2209 -0.1043 3.5811 -0.199
P 0.7891 0.2255 2.0511 1.435
C 2.2709 -0.7565 2.4048 -1.721
C 1.3575 1.9404 2.3042 -1.383
H -4.6042 1.2796 1.5957 0.482
H -4.2067 1.0776 3.3132 0.524
H -4.5507 -0.3618 2.2946 0.431
H -2.9696 2.8497 2.0128 0.538
H -1.4265 2.6676 2.9010 0.317
H -1.4535 2.6387 1.0952 0.265
H -3.4470 -0.9570 4.3403 0.389
H -2.2621 -2.1697 6.1548 0.445
H 0.1880 -1.7905 6.5031 0.441
H 1.4459 -0.3658 4.9050 0.419
H 2.0380 -1.8020 2.6247 0.483
H 2.9816 -0.7530 1.5801 0.334
H 2.7564 -0.3171 3.2757 0.590
H 0.6277 2.6899 1.9603 0.369
H 2.3175 2.1102 1.7985 0.472
H 1.5027 2.0659 3.3835 0.442
```

Output
E_HOMO (spin up / spin down) = -13.88 / -13.88 eV
electronic energy = -2909.63964 Ha
gap between HOMO and LUMO (spin up / spin down) = 6.0 / 6.0 eV
total charge = +2

DFT (ωB97M-V with the def2-TZVPD basis set) results for an isolated ion of composition C6H12NO2 and charge +1 in a non-equilibrium geometry.

Structure (XYZ):
```
21
Properties=species:S:1:pos:R:3:mulliken_charge:R:1
C 1.3117 0.7336 1.5531 -0.054
N 1.0456 0.1702 0.4534 0.197
C 2.0561 -0.2122 -0.4802 -0.851
C -0.4518 -0.2518 0.0699 1.354
C -0.6877 0.0233 -1.4064 -1.774
C -0.5316 -1.7465 0.3545 -0.278
O 0.3579 -2.4000 0.8043 -0.414
C -1.5072 0.5032 0.9302 -1.262
O -2.7852 0.2472 0.4445 -0.498
H 0.5477 1.0112 2.2616 0.257
H 2.3381 0.9603 1.8146 0.259
H 1.9886 -1.2829 -0.6786 0.321
H 3.0453 0.0091 -0.0805 0.359
H 1.9283 0.3234 -1.4221 0.336
H -0.1618 -0.6753 -2.0500 0.445
H -0.4103 1.0432 -1.6571 0.412
H -1.7555 -0.0766 -1.5955 0.464
H -1.5157 -2.1671 0.0921 0.418
H -1.3393 1.5801 0.8121 0.455
H -1.4163 0.2284 1.9864 0.515
H -3.2174 -0.4732 0.9161 0.339
```

Output
E_HOMO = -14.30 eV
electronic energy = -440.75620 Ha
relative energy (zero: lowest compared OMol25 entry of this formula, charge and spin) = 0.727 eV
gap between HOMO and LUMO = 9.7 eV
total charge = +1

What is the electronic energy in the seventh record?
-440.75620 Ha